# ArH24HeO12

A molecular structure, ArH24HeO12 (wB97M-V/def2-TZVPD, OMol25).

Summary:
**DFT total energy**: -39393.0940 eV
**2S+1**: 1
**HOMO-LUMO gap**: 9.5 eV
**Lowest unoccupied orbital energy**: -0.57 eV

Each line ends with the Löwdin charge.
Element x y z (Å)
He 0.037 -0.623 -0.206  0.11
Ar -1.827 -3.354 0.571  0.06
O -1.302 2.516 -2.190  -0.04
H -1.564 3.340 -2.600  0.08
H -2.100 1.987 -2.182  0.01
O 0.251 -3.260 -2.710  -0.05
H -0.705 -3.227 -2.706  0.03
H 0.512 -2.605 -3.358  0.05
O 3.361 -0.304 -2.114  -0.05
H 4.174 0.124 -1.845  0.05
H 2.669 0.293 -1.828  -0.01
O -0.380 -1.651 3.308  -0.06
H -0.120 -2.340 2.697  0.01
H 0.382 -1.530 3.874  0.05
O -1.101 1.080 3.795  -0.04
H -0.877 0.220 3.439  -0.01
H -1.065 0.963 4.744  0.05
O 1.288 1.477 -1.365  -0.07
H 0.367 1.717 -1.463  -0.01
H 1.442 1.495 -0.420  0.03
O 3.595 -1.820 1.344  -0.07
H 3.289 -1.856 0.437  -0.02
H 2.967 -2.354 1.831  0.02
O 2.824 -2.902 -1.207  -0.06
H 1.900 -2.846 -1.452  0.00
H 3.255 -2.237 -1.744  0.00
O -1.503 2.996 0.576  -0.06
H -1.993 2.288 0.993  -0.02
H -1.545 2.799 -0.359  -0.04
O 1.095 2.651 2.593  -0.05
H 1.753 2.145 2.116  0.02
H 0.419 2.013 2.820  -0.02
O -2.913 0.196 -2.067  -0.04
H -2.645 -0.283 -2.851  0.07
H -3.835 -0.036 -1.949  0.07
O -3.071 0.851 0.714  -0.04
H -3.951 1.098 1.000  0.06
H -3.083 0.975 -0.235  0.00

# As3F18O4RbS

A molecular structure, As3F18O4RbS (wB97M-V/def2-TZVPD, OMol25).

Summary:
**DFT total energy**: -251104.1621 eV
**2S+1**: 1
**Charge**: -4
**HOMO-LUMO gap**: 3.1 eV
**Lowest unoccupied orbital energy**: 8.13 eV

Each line ends with the Löwdin charge.
Element x y z (Å)
Rb 0.227 -0.011 -0.195  1.76
S 0.301 2.787 0.193  0.19
O 1.629 3.393 0.209  -0.45
O 0.114 2.123 1.531  -0.50
O -0.823 3.794 0.147  -0.49
O 0.164 1.795 -0.905  -0.72
As -3.087 0.231 1.422  0.94
F -3.205 1.962 0.944  -0.28
F -3.889 -0.248 -0.109  -0.31
F -2.999 -1.507 1.945  -0.33
F -2.366 0.598 3.006  -0.30
F -4.586 0.314 2.441  -0.36
F -1.528 0.194 0.520  -0.61
As -0.241 -1.450 -2.714  0.84
F -1.849 -1.590 -2.062  -0.25
F 0.365 -2.169 -1.224  -0.37
F 1.507 -1.295 -3.261  -0.32
F -1.010 -0.939 -4.197  -0.28
F 0.080 0.179 -2.123  -0.55
F -0.177 -3.116 -3.381  -0.33
As 3.042 -0.736 1.137  0.94
F 2.078 0.714 1.660  -0.31
F 4.453 -0.126 2.110  -0.34
F 4.018 -2.146 0.533  -0.34
F 1.648 -1.243 0.134  -0.64
F 3.662 0.214 -0.274  -0.30
F 2.472 -1.722 2.511  -0.30

# AsBCsF6H4

A molecular structure, AsBCsF6H4 (wB97M-V/def2-TZVPD, OMol25).

Summary:
**DFT total energy**: -78438.3626 eV
**2S+1**: 1
**Charge**: -1
**HOMO-LUMO gap**: 7.9 eV
**Lowest unoccupied orbital energy**: 1.70 eV

Each line ends with the Löwdin charge.
Element x y z (Å)
Cs 2.018 0.964 0.721  1.05
B 1.149 2.539 -1.817  -0.60
H 2.318 2.705 -1.557  -0.12
H 0.532 3.137 -0.965  -0.08
H 0.906 2.997 -2.908  -0.07
H 0.859 1.372 -1.785  -0.12
As -1.129 -1.976 1.182  0.67
F 0.018 -0.791 1.804  -0.43
F -2.416 -1.100 1.930  -0.26
F -2.241 -3.110 0.527  -0.25
F 0.201 -2.832 0.477  -0.27
F -0.936 -2.906 2.627  -0.26
F -1.280 -1.000 -0.236  -0.26

# AsF6H16O8

A molecular structure, AsF6H16O8 (wB97M-V/def2-TZVPD, OMol25).

Summary:
**DFT total energy**: -93788.9124 eV
**2S+1**: 1
**Charge**: -1
**HOMO-LUMO gap**: 11.6 eV
**Lowest unoccupied orbital energy**: 2.27 eV

Each line ends with the Löwdin charge.
Element x y z (Å)
As 0.119 -0.499 0.601  0.89
F 1.393 0.759 0.300  -0.31
F 0.553 -1.513 -0.787  -0.30
F -1.152 -1.687 0.969  -0.31
F -0.500 0.356 2.054  -0.32
F -1.022 0.330 -0.501  -0.31
F 1.260 -1.460 1.684  -0.34
O 6.282 -0.532 2.026  -0.06
H 6.428 -1.263 2.626  0.02
H 5.393 -0.664 1.698  0.03
O 5.089 4.626 1.255  -0.06
H 5.504 4.426 2.094  0.03
H 4.578 3.844 1.047  0.03
O -4.799 -0.024 5.323  -0.06
H -4.312 0.800 5.329  0.03
H -4.432 -0.514 4.587  0.03
O -6.101 1.472 -0.692  -0.06
H -5.156 1.609 -0.631  0.03
H -6.388 2.073 -1.380  0.02
O -3.106 -3.514 -5.428  -0.06
H -3.336 -4.295 -4.926  0.03
H -2.476 -3.051 -4.876  0.03
O -1.039 4.707 5.084  -0.06
H -0.150 4.629 5.433  0.03
H -1.102 4.011 4.431  0.03
O 1.568 -5.940 -4.026  -0.06
H 2.353 -5.797 -4.554  0.02
H 1.473 -5.136 -3.515  0.03
O 1.106 1.130 -5.046  -0.05
H 1.294 0.545 -5.780  0.02
H 0.678 0.570 -4.398  0.03

# AsF6H28O14

A molecular structure, AsF6H28O14 (wB97M-V/def2-TZVPD, OMol25).

Summary:
**DFT total energy**: -106270.1798 eV
**2S+1**: 1
**Charge**: -1
**HOMO-LUMO gap**: 9.0 eV
**Lowest unoccupied orbital energy**: 1.20 eV

Each line ends with the Löwdin charge.
Element x y z (Å)
As 0.345 0.812 -0.238  1.09
F 1.399 2.261 -0.543  -0.25
F 0.849 0.123 -1.912  -0.29
F -0.676 -0.643 0.139  -0.25
F -0.148 1.418 1.408  -0.26
F -1.119 1.608 -1.016  -0.27
F 1.765 -0.054 0.475  -0.27
O -1.024 2.044 5.118  -0.05
H -0.679 2.190 4.238  0.01
H -1.953 2.268 5.052  0.03
O 0.303 0.403 -4.610  -0.04
H 0.652 0.564 -3.733  0.00
H 0.869 0.912 -5.190  0.05
O 3.493 -1.248 -1.076  -0.06
H 3.335 -0.896 -1.951  0.03
H 3.081 -0.617 -0.485  -0.03
O 1.081 3.532 2.215  -0.08
H 0.610 2.844 1.744  -0.05
H 1.795 3.074 2.658  -0.01
O 2.145 1.259 3.548  -0.03
H 2.010 0.957 4.446  0.05
H 2.223 0.455 3.034  0.03
O -2.964 -2.478 1.890  -0.07
H -2.448 -2.030 2.561  -0.02
H -3.040 -1.841 1.181  -0.04
O -1.436 -1.529 -3.083  -0.04
H -1.119 -2.393 -3.347  0.06
H -1.006 -0.922 -3.686  0.01
O -0.301 -3.707 -0.912  -0.04
H 0.054 -2.889 -1.259  0.01
H 0.051 -3.764 -0.023  0.01
O -3.079 -2.588 -1.227  -0.06
H -2.399 -2.633 -0.555  -0.01
H -2.670 -2.116 -1.952  -0.02
O 3.686 2.571 -1.647  -0.06
H 3.752 3.442 -2.038  0.03
H 2.764 2.486 -1.404  -0.04
O -0.801 3.226 -3.514  -0.05
H -0.392 2.408 -3.794  -0.02
H -1.163 3.031 -2.650  0.00
O -1.083 -0.941 3.069  -0.04
H -1.829 -0.455 2.719  0.03
H -0.415 -0.881 2.386  0.01
O -3.759 -0.194 0.551  -0.05
H -3.534 0.727 0.417  0.04
H -3.800 -0.562 -0.332  0.03
O 1.948 -3.380 1.156  -0.04
H 2.171 -2.927 0.343  0.01
H 2.455 -2.927 1.830  0.03

# AsF6H82O41

A molecular structure, AsF6H82O41 (wB97M-V/def2-TZVPD, OMol25).

Summary:
**DFT total energy**: -162432.8117 eV
**2S+1**: 1
**Charge**: -1
**HOMO-LUMO gap**: 8.0 eV
**Lowest unoccupied orbital energy**: 0.00 eV

Each line ends with the Löwdin charge.
Element x y z (Å)
As 0.172 -0.270 0.159  1.12
F 0.097 0.999 1.484  -0.26
F -1.619 -0.313 -0.083  -0.24
F 0.332 -1.564 -1.091  -0.24
F 1.963 -0.212 0.249  -0.25
F 0.171 -1.508 1.569  -0.26
F 0.401 0.966 -1.189  -0.27
O 2.799 -2.105 -3.426  -0.03
H 2.367 -1.691 -4.174  -0.01
H 2.115 -2.167 -2.759  0.00
O -2.475 2.707 -1.513  -0.04
H -3.345 2.311 -1.476  0.01
H -2.052 2.290 -2.263  0.00
O 5.852 -2.588 0.335  -0.03
H 5.384 -2.790 1.145  0.05
H 5.932 -1.635 0.334  0.02
O 2.754 5.644 -3.894  -0.05
H 2.070 6.178 -4.299  0.02
H 2.277 5.015 -3.352  -0.02
O 3.727 -3.155 4.450  -0.05
H 4.569 -2.743 4.257  0.03
H 3.249 -2.497 4.954  0.01
O -1.355 -3.844 -1.187  -0.04
H -0.861 -3.582 -1.964  0.05
H -0.706 -3.853 -0.483  0.03
O -0.969 -3.596 6.096  -0.05
H -0.853 -2.862 6.699  0.01
H -0.871 -3.210 5.226  -0.03
O 2.240 2.497 2.533  -0.03
H 1.575 3.055 2.935  0.00
H 1.742 1.800 2.105  0.00
O 5.104 3.455 2.745  -0.04
H 5.287 4.394 2.730  0.05
H 4.152 3.394 2.662  0.01
O -1.926 -0.753 4.089  -0.05
H -2.126 -0.253 4.880  0.01
H -0.971 -0.824 4.084  0.02
O -0.687 -5.208 1.555  -0.03
H -1.634 -5.242 1.687  0.03
H -0.342 -4.867 2.380  0.02
O 1.998 -4.072 -1.768  -0.04
H 2.249 -3.877 -2.671  0.03
H 1.817 -5.012 -1.767  0.09
O -1.230 3.178 1.275  -0.04
H -0.931 2.272 1.355  0.01
H -1.620 3.226 0.403  0.04
O 2.016 -3.888 0.874  -0.04
H 2.182 -3.900 -0.069  -0.01
H 1.086 -3.675 0.951  0.00
O 5.105 -4.396 -1.626  -0.07
H 5.648 -3.805 -1.104  -0.02
H 4.317 -3.888 -1.819  -0.01
O 2.698 1.906 -4.524  -0.03
H 2.233 2.238 -3.756  -0.01
H 3.614 1.863 -4.249  0.05
O -3.828 -3.263 2.517  -0.04
H -3.874 -4.088 2.034  0.03
H -4.638 -2.807 2.292  0.04
O 1.769 3.374 -2.183  -0.03
H 1.029 3.815 -1.765  0.05
H 1.841 2.538 -1.723  0.03
O -0.649 -1.703 -3.795  -0.05
H -0.847 -0.891 -4.262  -0.02
H -0.284 -2.282 -4.465  0.06
O -2.866 -0.788 -2.349  -0.03
H -2.049 -1.050 -2.772  0.01
H -2.591 -0.364 -1.536  0.01
O -0.319 4.775 -4.433  -0.02
H -0.468 3.834 -4.342  0.03
H -0.723 5.003 -5.270  0.07
O -2.862 3.395 3.536  -0.05
H -3.349 2.572 3.498  0.02
H -2.652 3.593 2.624  -0.01
O 3.556 0.289 5.037  -0.04
H 2.984 0.913 4.593  0.01
H 3.055 0.006 5.802  0.02
O 4.635 0.271 0.211  -0.03
H 4.453 0.933 -0.457  0.05
H 3.778 -0.097 0.424  0.01
O 0.155 4.387 3.074  -0.05
H -0.457 4.851 3.644  0.05
H -0.400 3.967 2.417  -0.04
O 2.563 -6.210 2.058  -0.08
H 3.362 -5.929 2.504  0.02
H 2.322 -5.467 1.505  -0.04
O 6.278 0.925 2.638  -0.07
H 6.006 0.528 1.810  -0.02
H 5.869 1.791 2.634  -0.03
O -0.894 0.704 6.189  -0.03
H -1.500 0.629 6.926  0.05
H -0.048 0.435 6.545  0.04
O 1.527 -0.619 -5.465  -0.04
H 1.199 -0.489 -6.354  0.06
H 1.426 0.235 -5.044  0.02
O -0.814 1.817 -3.452  -0.04
H -0.456 1.240 -2.777  0.01
H -1.285 1.230 -4.044  -0.02
O -2.445 -6.365 -1.919  -0.06
H -2.183 -6.863 -1.145  0.03
H -2.148 -5.473 -1.742  -0.03
O -0.400 6.120 -2.134  -0.06
H -1.353 6.166 -2.062  0.00
H -0.244 5.567 -2.899  -0.03
O -3.119 5.446 -1.843  -0.05
H -3.022 4.494 -1.859  -0.01
H -3.505 5.634 -0.988  0.05
O -0.700 -2.997 3.384  -0.07
H -1.653 -2.911 3.347  0.02
H -0.392 -2.597 2.571  -0.01
O -3.739 -3.005 -0.506  -0.06
H -3.703 -2.065 -0.680  -0.01
H -2.831 -3.299 -0.579  -0.03
O -2.022 0.247 -5.114  -0.02
H -2.088 -0.032 -6.027  0.10
H -2.893 0.085 -4.751  0.04
O -6.394 -0.016 3.147  -0.06
H -5.935 0.525 3.789  0.02
H -5.952 0.168 2.318  -0.01
O -5.013 1.352 -1.575  -0.02
H -5.949 1.522 -1.471  0.06
H -4.969 0.458 -1.915  0.02
O 1.013 6.233 0.435  -0.06
H 0.484 5.751 1.071  -0.01
H 0.482 6.243 -0.361  -0.03
O -4.877 -0.583 -4.117  -0.04
H -4.565 -1.103 -4.857  0.04
H -4.163 -0.619 -3.480  -0.04
O -3.827 0.159 1.560  -0.04
H -3.440 0.640 0.827  0.00
H -3.129 -0.424 1.859  0.01

# AsF6K

A molecular structure, AsF6K (wB97M-V/def2-TZVPD, OMol25).

Summary:
**DFT total energy**: -93460.3292 eV
**2S+1**: 2
**<S²>**: 0.758
**Charge**: +1
**HOMO-LUMO gap (alpha / beta)**: 13.3 / 5.8 eV
**Lowest unoccupied orbital energy (alpha / beta)**: -4.97 / -12.35 eV

Each line ends with the Löwdin charge.
Element x y z (Å)
K -0.663 -3.071 -1.841  0.97
As 0.079 0.414 0.291  0.92
F -0.113 -0.283 -1.372  -0.31
F 1.858 -0.014 0.188  -0.10
F 0.350 1.193 1.836  -0.19
F -1.662 0.823 0.257  -0.15
F -0.302 -1.078 1.108  -0.21
F 0.454 2.015 -0.467  0.07

# B12Ca3H48

A molecular structure, B12Ca3H48 (wB97M-V/def2-TZVPD, OMol25).

Summary:
**DFT total energy**: -64156.1678 eV
**2S+1**: 1
**Charge**: -6
**HOMO-LUMO gap**: 1.9 eV
**Lowest unoccupied orbital energy**: 6.20 eV

Each line ends with the Löwdin charge.
Element x y z (Å)
Ca -4.506 -13.459 -9.029  1.68
Ca -11.822 -14.505 -7.987  1.73
Ca -5.893 -20.536 -10.870  1.72
B -2.099 -17.766 -10.908  -0.45
H -2.410 -18.109 -11.883  -0.11
H -2.330 -16.718 -10.800  -0.13
H -2.610 -18.308 -10.127  -0.13
H -1.038 -17.953 -10.852  -0.12
B -7.779 -11.108 -7.364  -0.45
H -7.994 -11.016 -8.417  -0.11
H -8.390 -10.433 -6.785  -0.10
H -8.010 -12.122 -7.078  -0.12
H -6.739 -10.940 -7.129  -0.14
B -13.881 -17.449 -10.219  -0.45
H -13.545 -16.526 -10.665  -0.14
H -14.334 -17.216 -9.268  -0.13
H -14.492 -18.099 -10.826  -0.11
H -13.070 -18.118 -9.979  -0.09
B -12.795 -21.386 -5.825  -0.48
H -13.567 -20.824 -6.325  -0.13
H -13.177 -21.907 -4.961  -0.15
H -12.436 -22.058 -6.589  -0.12
H -12.047 -20.664 -5.534  -0.12
B -11.242 -23.553 -11.820  -0.48
H -11.172 -22.519 -11.520  -0.11
H -11.395 -24.138 -10.926  -0.12
H -12.075 -23.712 -12.488  -0.13
H -10.345 -23.915 -12.297  -0.14
B -5.193 -12.897 -13.523  -0.44
H -4.964 -13.925 -13.287  -0.11
H -4.491 -12.535 -14.258  -0.12
H -6.173 -12.854 -13.972  -0.10
H -5.077 -12.218 -12.693  -0.15
B -3.196 -14.977 -5.449  -0.45
H -2.692 -15.379 -4.584  -0.10
H -3.517 -15.749 -6.131  -0.11
H -4.090 -14.473 -5.116  -0.11
H -2.555 -14.238 -5.906  -0.14
B -12.209 -15.300 -3.743  -0.45
H -12.956 -15.757 -4.374  -0.12
H -12.136 -14.268 -4.050  -0.14
H -12.466 -15.284 -2.695  -0.12
H -11.263 -15.796 -3.892  -0.10
B -8.271 -16.706 -9.528  -0.42
H -8.687 -16.646 -8.534  -0.11
H -7.196 -16.610 -9.520  -0.13
H -8.483 -17.687 -9.925  -0.10
H -8.644 -15.860 -10.083  -0.11
B -13.000 -10.432 -9.241  -0.46
H -12.228 -10.731 -9.933  -0.11
H -13.827 -11.118 -9.342  -0.13
H -12.619 -10.666 -8.259  -0.13
H -13.307 -9.399 -9.296  -0.12
B -6.624 -21.650 -6.611  -0.43
H -7.123 -21.010 -5.899  -0.08
H -5.882 -21.027 -7.084  -0.14
H -6.238 -22.559 -6.177  -0.11
H -7.249 -21.904 -7.453  -0.12
B -6.351 -19.349 -14.944  -0.45
H -7.004 -20.119 -14.562  -0.12
H -5.360 -19.747 -14.789  -0.13
H -6.519 -19.209 -16.001  -0.11
H -6.511 -18.404 -14.448  -0.10